Molecular formula: C27H28Cl5Ge2KN3O2S3Se
Method: DFT, ωB97M-V/def2-TZVPD

Each line ends with the Mulliken charge.
Element x y z (Å)
K -0.22653 -1.48989 0.25145  0.839
O -2.89896 1.80563 3.75137  -0.657
S -1.46502 2.00807 3.55128  1.286
O -0.84314 3.19407 4.11730  -0.683
N -1.14769 1.88079 1.86104  -0.078
C -1.78716 2.66166 0.99829  0.476
C -2.52830 3.82108 1.37291  -0.365
C -3.07673 4.69492 0.44317  -1.016
C -2.89717 4.48563 -0.90568  -0.605
C -2.24286 3.31105 -1.33634  1.204
C -2.08943 3.06021 -2.73463  -0.723
C -1.54838 1.86997 -3.17892  -0.919
C -1.14033 0.96120 -2.15256  -0.387
N -1.17052 1.21039 -0.85035  0.414
C -1.74783 2.37699 -0.44173  -0.114
C -0.68004 0.55422 4.15884  0.036
C 0.51990 0.56386 4.82443  -0.322
C 1.03400 -0.59502 5.37440  -0.542
C 0.37959 -1.79660 5.18031  -0.558
C -0.84899 -1.77792 4.52917  -0.299
C -1.39021 -0.62401 4.01886  -0.910
H -2.53370 4.06270 2.42015  0.493
H -3.60671 5.57166 0.80360  0.362
H -3.27755 5.19075 -1.65476  0.344
H -2.34324 3.83209 -3.45982  0.336
H -1.32616 1.61961 -4.21412  0.429
H -0.65000 0.03723 -2.44187  0.452
H 1.00988 1.47228 5.05504  0.643
H 1.97339 -0.53141 5.89299  0.395
H 0.77682 -2.72328 5.58671  0.386
H -1.41156 -2.72003 4.41938  0.343
H -2.36581 -0.65971 3.61274  0.687
Cl -2.49803 -4.22628 1.39919  -0.232
C -3.97113 -3.36266 1.79997  0.536
C -4.64087 -3.84985 2.89933  -0.711
C -5.86504 -3.27971 3.26499  -0.404
C -6.35212 -2.22974 2.50164  -0.686
C -5.60378 -1.73718 1.40502  0.485
Cl -6.36240 -0.47669 0.46093  -0.258
C -4.33523 -2.22595 1.00434  -0.515
S -3.41144 -1.60058 -0.28045  -0.306
H -4.18843 -4.72145 3.33815  0.414
H -6.46353 -3.76622 4.04042  0.322
H -7.34912 -1.83599 2.61571  0.367
Cl 4.66620 3.08411 1.13576  -0.489
Ge 2.75210 2.35721 2.10317  0.430
Cl 2.94297 0.18546 1.52654  -0.419
Cl 3.61541 2.24514 4.29536  -0.514
C 4.52554 -2.87557 -2.93018  -1.127
Ge 4.29001 -1.17110 -3.82533  0.488
C 5.71802 0.06173 -3.18776  -1.359
C 4.66830 -1.45589 -5.70631  -1.183
C 2.55228 -0.33410 -3.60694  -1.056
Se 2.27820 -0.02840 -1.71988  0.137
C 2.70342 1.87457 -1.70908  -0.658
H 5.56890 -3.09884 -2.70195  0.413
H 4.16451 -3.68973 -3.58094  0.324
H 3.88601 -2.93749 -2.04207  0.310
H 6.66371 -0.43290 -3.34876  0.417
H 5.63591 0.24132 -2.11334  0.365
H 5.83164 1.01967 -3.69127  0.348
H 5.68810 -1.82467 -5.86163  0.327
H 4.51422 -0.55448 -6.28346  0.383
H 3.92625 -2.15928 -6.11112  0.325
H 1.76835 -1.02747 -3.98919  0.329
H 2.49338 0.56470 -4.22122  0.533
H 3.58437 2.07611 -1.10364  0.033
H 1.83597 2.47864 -1.40910  0.230
H 2.98966 2.14075 -2.71367  0.336
S 1.10679 -4.20681 -4.87605  -0.492
C 1.10093 -3.53679 -3.33116  0.036
N 1.12048 -3.01178 -2.29863  -0.427

Summary:
Kohn-Sham gap (spin up / spin down) = 6.33 / 4.31 eV
lowest unoccupied orbital energy (spin up / spin down) = 3.614 / 1.600 eV
relative energy (zero: lowest compared OMol25 entry of this formula, charge and spin) = 81.8 kJ/mol
spin multiplicity = 2
electronic energy = -12011.3930 a.u.
charge = -2
maximum force = 1.8 eV Å⁻¹